# 1
{
  "formula": "C41H44BCaCl4N2O5P2",
  "method": "wB97M-V/def2-TZVPD",
  "symbols": ["Ca", "Cl", "Cl", "Cl", "Cl", "P", "P", "O", "O", "O", "O", "O", "N", "N", "C", "C", "C", "C", "C", "C", "C", "C", "C", "C", "C", "C", "C", "C", "C", "C", "C", "C", "C", "C", "C", "C", "C", "C", "C", "C", "C", "C", "C", "C", "C", "C", "C", "C", "C", "C", "C", "C", "C", "C", "C", "B", "H", "H", "H", "H", "H", "H", "H", "H", "H", "H", "H", "H", "H", "H", "H", "H", "H", "H", "H", "H", "H", "H", "H", "H", "H", "H", "H", "H", "H", "H", "H", "H", "H", "H", "H", "H", "H", "H", "H", "H", "H", "H", "H", "H"],
  "xyz": [[-0.677, 0.153, 1.212], [-0.574, -3.327, 4.790], [-5.344, -1.636, 1.168], [-5.902, -3.340, 3.750], [-3.497, -4.188, 5.587], [0.225, -2.275, -2.248], [-0.426, 0.767, -3.413], [-0.425, -1.706, 2.377], [0.331, 3.864, 1.424], [-0.521, 2.691, 3.173], [-2.537, -0.946, 0.767], [1.918, 0.267, 1.310], [3.507, -1.352, 1.684], [4.059, 0.664, 0.710], [-2.752, -1.672, 1.833], [0.590, -5.759, 0.763], [1.389, -5.784, -0.376], [-0.422, -3.717, 0.002], [2.624, -3.434, -5.430], [-0.280, 4.018, 3.675], [-4.031, -2.099, 2.208], [0.445, 6.094, 2.312], [0.942, 3.105, -6.465], [-4.281, -2.865, 3.353], [1.297, -4.767, -1.313], [-0.506, 4.528, -5.188], [0.971, 1.065, -2.208], [0.361, -4.064, -5.910], [-3.057, 0.491, -2.642], [-4.173, 1.679, -0.880], [0.323, 3.911, 5.066], [1.667, -1.317, -1.592], [0.393, -3.719, -1.128], [2.659, -2.373, 2.282], [-1.641, -2.070, 2.684], [0.659, 2.054, -5.604], [-1.632, 4.722, 3.753], [-1.873, 2.160, -1.387], [-4.195, 0.728, -1.887], [1.699, -4.025, -6.278], [2.214, -2.896, -4.217], [-0.045, -3.514, -4.704], [-3.227, -3.239, 4.161], [-0.191, 2.227, -4.511], [0.875, -2.934, -3.832], [3.075, -0.144, 1.267], [0.664, 4.618, 2.600], [2.142, 4.363, 2.894], [-1.931, -2.839, 3.814], [2.052, -0.012, -2.305], [-0.776, 3.478, -4.320], [0.358, 4.346, -6.259], [-3.011, 2.394, -0.628], [-0.312, -4.724, 0.954], [-1.883, 1.206, -2.406], [-0.231, 2.623, 1.784], [0.569, 5.167, -6.933], [-2.083, 4.808, 2.763], [0.583, 1.107, -1.186], [-5.051, 1.837, -0.266], [1.201, 3.268, 5.068], [2.542, -1.968, -1.488], [2.298, -0.197, -3.356], [-0.411, 3.480, 5.749], [2.554, -3.232, 1.617], [3.085, -2.700, 3.231], [2.090, -6.597, -0.531], [3.752, 1.621, 0.623], [1.159, 6.429, 1.558], [0.592, 6.700, 3.211], [-3.062, -0.282, -3.401], [2.486, 4.901, 3.779], [-1.139, -2.917, 0.153], [2.951, -2.442, -3.567], [-1.551, 5.720, 4.190], [2.324, 3.296, 3.034], [4.456, -1.593, 1.456], [3.670, -3.391, -5.710], [1.097, 1.078, -5.787], [0.606, 4.896, 5.449], [-0.371, -4.515, -6.569], [0.673, -6.547, 1.502], [-0.973, 5.491, -5.024], [1.608, 2.950, -7.304], [2.017, -4.448, -7.222], [-2.298, 4.123, 4.375], [-2.970, 3.113, 0.180], [1.387, 2.059, -2.382], [-5.087, 0.140, -2.060], [1.371, -1.084, -0.562], [-0.558, 6.273, 1.932], [-0.933, -4.684, 1.841], [2.727, 4.697, 2.035], [1.663, -1.977, 2.462], [1.926, -4.788, -2.195], [-1.453, 3.634, -3.490], [-1.094, -3.530, -4.431], [4.999, 0.556, 1.054], [2.970, 0.352, -1.838], [-0.970, 2.711, -1.150]],
  "lumo_ev": 2.08,
  "fmax_ha_per_bohr": 0.0140,
  "de_lowest_kj_mol": 80.7,
  "total_energy_ev": -144239.0211,
  "total_charge": -1
}



# 2
{
  "formula": "C31H43BN4O11",
  "method": "wB97M-V/def2-TZVPD",
  "symbols": ["O", "O", "O", "O", "O", "O", "O", "O", "O", "O", "O", "N", "N", "N", "N", "C", "C", "C", "C", "C", "C", "C", "C", "C", "C", "C", "C", "C", "C", "C", "C", "C", "C", "C", "C", "C", "C", "C", "C", "C", "C", "C", "C", "C", "C", "C", "B", "H", "H", "H", "H", "H", "H", "H", "H", "H", "H", "H", "H", "H", "H", "H", "H", "H", "H", "H", "H", "H", "H", "H", "H", "H", "H", "H", "H", "H", "H", "H", "H", "H", "H", "H", "H", "H", "H", "H", "H", "H", "H", "H"],
  "xyz": [[-3.932, 4.864, 1.220], [1.925, 0.195, -2.051], [-1.138, 1.062, -2.283], [-2.226, 3.120, 1.249], [-1.888, 5.313, 2.245], [-3.409, 1.502, 4.024], [-2.049, 0.920, 1.492], [-4.399, 6.948, 0.541], [-1.842, 7.531, 1.901], [1.201, 0.999, 2.026], [-3.303, 3.627, 3.259], [2.062, -1.808, 0.653], [-0.864, -2.230, 2.719], [-0.210, -0.349, -0.221], [-0.972, -2.442, -1.913], [-2.176, 2.005, -1.950], [-3.078, 2.325, 3.220], [-3.092, 1.804, -3.144], [-0.075, -2.971, -2.755], [4.374, -2.047, 1.224], [3.627, 1.802, -2.121], [-2.735, -3.426, -3.208], [-3.707, 6.162, 1.118], [-0.453, -3.791, -3.801], [2.051, -3.124, 0.350], [-2.377, 6.468, 1.813], [-1.806, -4.074, -4.005], [2.507, 2.211, 3.553], [-2.380, 2.010, 1.903], [-2.163, -2.083, 2.424], [-3.026, -3.119, 2.092], [3.181, -3.906, 0.390], [-2.254, -2.653, -2.133], [4.276, 0.437, -1.920], [4.386, -3.368, 0.822], [-2.457, -4.387, 2.066], [1.567, 1.305, 4.352], [3.214, -1.288, 1.106], [1.733, 2.307, 2.236], [0.817, 0.468, 3.289], [-2.173, 1.646, -4.331], [-1.117, -4.582, 2.327], [2.208, 1.516, -1.630], [-0.343, -3.448, 2.614], [-0.936, 0.984, -3.684], [3.160, -0.522, -2.322], [-2.834, 4.246, 1.998], [3.641, 2.089, -3.173], [-0.698, -5.576, 2.385], [2.155, 1.572, -0.538], [4.155, 2.560, -1.543], [-1.716, 2.997, -1.963], [1.520, 2.247, -2.059], [3.134, -4.972, 0.204], [-1.905, 2.620, -4.743], [5.221, -4.055, 0.847], [1.132, -3.529, -0.055], [0.976, -2.865, -2.520], [4.645, 0.300, -0.903], [-2.127, -4.658, -4.857], [2.388, 2.573, 1.403], [-2.586, -1.084, 2.439], [-4.063, -2.920, 1.870], [-2.593, 1.046, -5.137], [5.276, -1.643, 1.666], [-0.873, -0.087, -3.902], [0.016, 1.425, -3.995], [-3.774, 2.654, -3.243], [0.937, 3.058, 2.246], [0.361, -4.151, -4.417], [-2.921, -2.124, -1.460], [2.085, 0.715, 5.109], [2.532, 3.226, 3.947], [3.148, -0.670, -3.404], [0.669, -0.649, 0.240], [-0.226, 0.631, 3.571], [3.480, 1.756, 3.379], [-3.075, -5.266, 1.915], [0.837, 1.902, 4.899], [-0.864, -0.046, 0.517], [0.698, -3.514, 2.908], [1.015, -0.600, 3.337], [3.138, -1.474, -1.793], [-0.030, 0.395, -0.893], [-0.663, -1.195, -0.646], [3.175, -0.283, 1.506], [5.129, 0.221, -2.569], [-2.684, 1.781, -1.020], [-3.808, -3.500, -3.307], [-3.734, 0.932, -2.999]],
  "lumo_ev": 0.03,
  "fmax_ha_per_bohr": 0.0364,
  "de_lowest_kj_mol": 0.0,
  "total_energy_ev": -62008.2621
}



# 3
{
  "formula": "C13H16N6O3S2",
  "method": "wB97M-V/def2-TZVPD",
  "symbols": ["S", "S", "O", "O", "O", "N", "N", "N", "N", "N", "N", "C", "C", "C", "C", "C", "C", "C", "C", "C", "C", "C", "C", "C", "H", "H", "H", "H", "H", "H", "H", "H", "H", "H", "H", "H", "H", "H", "H", "H"],
  "xyz": [[1.869, -0.695, 2.320], [-0.488, 2.364, -1.139], [-4.879, 0.542, 0.608], [-3.208, -0.382, -0.573], [4.024, 0.829, -0.439], [0.556, -2.139, 0.509], [2.009, 1.863, -0.157], [2.673, -0.197, -2.419], [0.134, 1.333, 1.142], [-0.587, -3.443, -0.968], [2.091, -0.537, -0.230], [-3.207, 1.962, -0.406], [-3.050, -2.091, 1.149], [-3.629, -1.695, -0.202], [-1.218, 1.361, 1.081], [1.948, -0.884, -1.534], [-1.761, 1.874, -0.050], [1.042, -1.902, -1.831], [1.425, -1.189, 0.732], [2.943, 0.758, 0.196], [-3.882, 0.647, -0.053], [0.682, 1.813, 0.082], [3.005, 0.594, 1.736], [0.343, -2.489, -0.775], [-1.968, -1.971, 1.149], [-0.978, -3.885, -0.156], [3.439, 0.350, -1.981], [-3.315, 2.140, -1.477], [2.734, 1.529, 2.221], [-4.724, -1.722, -0.174], [4.022, 0.311, 2.006], [0.890, -2.217, -2.849], [-3.302, -3.125, 1.367], [2.727, -0.512, -3.371], [-3.472, -1.461, 1.928], [-3.713, 2.765, 0.138], [2.292, 2.318, -1.013], [-3.259, -2.344, -0.999], [-0.722, -3.850, -1.875], [-1.773, 0.985, 1.922]],
  "lumo_ev": 0.44,
  "fmax_ha_per_bohr": 0.0243,
  "de_lowest_kj_mol": 92.9,
  "total_energy_ev": -50495.5319
}